No. 1
Formula: C8H10N2O2S
Source: the OMol25 dataset
Level of theory: ωB97M-V/def2-TZVPD

The value obtained for the energy above the lowest of the compared OMol25 structures with the same formula, charge and spin is 695.9 kJ/mol. Its frontier orbital gap is 10.1 eV. The value obtained for the HOMO energy is -0.352 hartree. For the LUMO energy, the calculation gives 0.5 eV. As for the net charge: 0. The SMILES is C#C[C@](C)([C@@H]1C=NC=N1)S(C)(=O)=O.

Geometry as XYZ:
```
23
Properties=species:S:1:pos:R:3:forces:R:3
C 0.91132 1.69475 1.96236 0.6 0.1 2.4
C 0.37998 1.32723 0.95735 -1.3 -0.3 -1.1
C -0.13579 0.71133 -0.31142 -2.8 -1.0 1.3
C -0.59038 1.68104 -1.42993 1.1 0.5 -0.6
C -1.40665 -0.20310 0.10493 -1.7 -3.8 3.1
C -0.94843 -1.34378 1.12372 -1.1 3.0 0.5
N -1.59372 -2.39983 1.05670 -0.4 -2.5 -0.6
C -2.37150 -2.31796 -0.13729 0.1 -0.3 2.2
N -2.43750 -1.16186 -0.62641 1.2 2.2 -3.3
S 1.07166 -0.65704 -0.60776 3.5 1.1 -2.0
C 2.58141 0.27008 -0.27186 2.6 0.3 -0.7
O 0.99614 -1.06734 -1.97241 -0.6 0.3 -0.7
O 1.09448 -1.70692 0.35975 -0.2 0.1 0.7
H 1.39539 1.84540 2.96798 -0.9 0.0 -1.9
H -0.27344 2.74841 -1.26557 0.5 -1.3 -0.4
H -1.66123 1.80190 -1.43162 -0.5 -0.5 0.2
H -0.32295 1.24644 -2.42341 0.0 0.7 0.7
H -2.22507 0.27780 0.72387 1.4 0.5 -0.5
H -0.41234 -1.11685 1.99742 0.8 0.4 0.9
H -2.94458 -3.25549 -0.33248 0.1 1.3 -0.5
H 3.32510 -0.26520 0.35878 -1.1 -0.1 -0.2
H 3.26990 0.73598 -1.03470 -1.4 -1.1 -0.4
H 2.29820 1.15498 0.23199 -0.1 0.5 0.7
```
Forces are in eV/Å.



No. 2
Formula: C8H10N2O4
Source: the OMol25 dataset
Level of theory: ωB97M-V/def2-TZVPD

Its frontier orbital gap (alpha / beta) is 7.7 / 7.1 eV. Its spin multiplicity is 3. The value obtained for the HOMO energy (alpha / beta) is -0.257 / -0.321 hartree. For the LUMO energy (alpha / beta), the calculation gives 0.7 / -1.7 eV. As for the net charge: 0.

Geometry as XYZ:
```
24
Properties=species:S:1:pos:R:3:forces:R:3
C 2.57457 0.86220 -0.68062 0.0 0.0 -0.1
C 2.14966 -0.34233 -0.14091 0.0 -0.1 0.1
C 1.77728 1.98621 -0.61128 -0.2 0.2 0.0
C 0.12277 0.72297 0.58589 0.1 0.1 0.0
C 0.92753 -0.40344 0.51321 0.3 0.1 0.1
C 0.52689 1.92074 0.00676 0.2 -0.5 0.0
C 0.38101 -1.70628 1.04386 -0.1 0.1 -0.1
C -0.66426 -2.12005 0.03195 0.0 -0.2 0.2
N -3.91568 0.07092 -0.49731 -2.6 -3.0 -1.3
N -2.97449 0.78754 0.02031 1.4 0.9 0.8
O -3.04246 2.00959 -0.09043 0.4 1.8 0.2
O -0.17974 -2.45532 -1.17382 -0.1 -0.2 -0.3
O -0.25450 3.01795 0.02018 -0.3 0.3 0.0
O -1.84875 -2.11561 0.22596 -0.1 0.0 0.0
H 3.53202 0.91569 -1.17685 0.1 0.0 0.0
H 2.77845 -1.22004 -0.21385 0.1 -0.1 0.1
H 2.09446 2.92096 -1.04450 0.0 0.1 -0.1
H -0.83718 0.65883 1.07402 -0.1 0.0 0.1
H 1.16068 -2.46678 1.11957 0.0 0.0 0.0
H -0.09676 -1.57161 2.01319 0.0 -0.1 -0.1
H -4.71542 0.46281 -1.00025 0.8 0.0 0.5
H -3.78393 -0.92740 -0.39694 -0.1 0.3 -0.1
H -1.17529 2.78261 0.23655 0.3 0.0 -0.1
H 0.77742 -2.32443 -1.22945 -0.1 0.1 0.1
```
Forces are in eV/Å.



No. 3
Formula: C8H10N2S
Source: the OMol25 dataset
Level of theory: ωB97M-V/def2-TZVPD

The value obtained for the energy above the lowest of the compared OMol25 structures with the same formula, charge and spin is 489.5 kJ/mol. Its frontier orbital gap is 5.9 eV. The value obtained for the HOMO energy is -0.263 hartree. For the LUMO energy, the calculation gives -1.3 eV. As for the net charge: 0.

Geometry as XYZ:
```
21
Properties=species:S:1:pos:R:3:forces:R:3
C 2.84370 -2.00912 0.40569 -0.4 1.6 0.2
C 1.65099 -1.40805 0.63129 -2.9 -1.3 -0.3
C 3.00129 0.17767 -0.17560 0.5 -0.7 0.4
C -1.35675 -0.95803 -0.76116 0.9 0.0 0.9
C 0.65698 0.82611 0.10781 -1.8 0.4 -0.1
C -0.97967 -1.22558 0.64963 3.6 3.7 -4.5
C -0.85719 0.19169 0.06352 2.9 -0.7 1.9
C -1.80388 1.29095 0.44966 -0.6 0.9 -0.6
N 3.73510 -0.97347 0.01433 -0.2 -0.3 -1.2
N 1.71032 -0.12410 0.21282 1.4 0.8 -0.8
S 3.66586 1.60321 -0.66858 -0.1 0.8 -0.4
H 3.12374 -3.00963 0.50927 0.4 -1.1 0.2
H -0.88839 -1.41660 -1.59756 0.8 -0.2 -0.4
H -2.38270 -0.82124 -0.93717 -1.6 -0.2 -0.1
H 0.81874 1.44389 -0.81846 -0.1 -0.4 1.0
H 0.69066 1.48214 1.02242 -0.2 -0.4 -1.0
H -1.13710 -1.73330 1.48661 -1.0 -2.0 3.2
H -2.66424 0.92922 0.98892 -0.2 -0.1 0.5
H -2.22862 1.74448 -0.45479 0.2 0.0 0.0
H -1.32599 2.12752 0.98908 -0.2 -0.7 0.0
H 4.61218 -1.07853 -0.55819 -1.4 0.1 1.3
```
Forces are in eV/Å.



No. 4
Formula: C8H10N2Y
Source: the OMol25 dataset
Level of theory: ωB97M-V/def2-TZVPD

Its frontier orbital gap (alpha / beta) is 5.7 / 6.9 eV. The value obtained for the HOMO energy (alpha / beta) is -0.095 / -0.152 hartree. For the LUMO energy (alpha / beta), the calculation gives 3.1 / 2.7 eV. As for the net charge: -1.

Geometry as XYZ:
```
21
Properties=species:S:1:pos:R:3:forces:R:3
C -0.25545 -2.18583 0.36458 -0.6 0.0 0.8
C -1.18587 -1.69516 -0.59825 -0.1 -0.1 0.2
C -2.00728 -0.71846 0.01938 0.5 -0.4 0.1
C -1.58168 -0.56907 1.36527 0.4 -0.8 0.1
C -0.51942 -1.49319 1.60773 -0.7 -0.8 -0.1
Y 0.77313 0.02450 0.20402 -0.8 0.6 2.9
N 2.07684 -0.65161 3.01540 -0.9 0.5 -1.3
C 1.45390 0.01138 -1.90128 0.7 -1.3 -0.1
C 0.53429 -0.06349 -2.93391 -1.1 0.3 -2.4
H -2.89674 -0.27339 -0.41984 0.4 0.2 0.0
H -1.31116 -2.07589 -1.61006 0.2 0.3 0.3
H -2.03511 0.08549 2.10889 0.3 -0.1 -0.3
H 0.05224 -1.60327 2.53863 -0.3 0.1 -0.6
H 0.52218 -2.93909 0.20171 -0.4 0.2 0.1
H 0.07075 -0.99468 -3.30610 0.5 0.5 0.6
H 2.02866 0.91049 -1.73648 0.6 0.4 -0.3
H 2.84802 -0.79143 2.36241 1.0 -0.3 -0.1
H 0.40399 0.77952 -3.63147 0.0 -0.3 0.5
H 1.93701 -0.95338 -1.58409 0.3 0.4 -0.3
N -0.30953 3.17843 1.41677 0.6 -2.0 -1.0
C 0.01781 2.15614 0.92946 -0.7 2.6 1.0
```
Forces are in eV/Å.



No. 5
Formula: C8H10N3
Source: the OMol25 dataset
Level of theory: ωB97M-V/def2-TZVPD

The value obtained for the energy above the lowest of the compared OMol25 structures with the same formula, charge and spin is 201.3 kJ/mol. Its frontier orbital gap is 7.9 eV. The value obtained for the HOMO energy is -0.447 hartree. For the LUMO energy, the calculation gives -4.2 eV. As for the net charge: +1.

Geometry as XYZ:
```
21
Properties=species:S:1:pos:R:3:forces:R:3
C -1.11530 1.80605 0.27919 0.6 -0.1 -0.9
C 0.21407 1.34503 0.50014 -0.4 0.8 1.8
C -2.02952 0.90785 -0.25877 1.0 -0.3 -0.8
C -0.29765 -0.77434 -0.44440 -2.2 0.6 0.9
C 0.59776 0.02836 0.20219 -0.7 2.2 -0.6
C -1.65061 -0.42430 -0.55780 0.0 -0.4 0.6
C 1.96067 -0.33361 0.38871 1.1 -2.7 -0.1
C -2.70112 -1.50345 -0.89849 -1.5 4.3 0.9
N 2.46160 -1.55272 0.21523 0.4 -1.3 1.1
N 2.84322 -2.63687 0.22583 -0.9 2.7 -0.5
N 2.88078 0.72403 0.67310 1.4 1.5 0.7
H -1.42223 2.87949 0.33624 0.6 -1.1 0.4
H 0.86775 1.92952 1.20247 -0.7 -0.1 -1.0
H -2.95456 1.28310 -0.66192 -0.5 -0.1 0.5
H 0.01512 -1.73728 -0.62182 0.4 -2.3 -0.8
H -2.21507 -2.28789 -1.33323 0.8 -2.0 -2.0
H -3.13240 -1.93234 0.02744 0.0 0.6 -0.3
H -3.51112 -0.89887 -1.49557 1.3 -2.0 0.8
H 3.91889 0.56231 0.48832 -1.7 0.1 0.2
H 2.76677 1.12664 1.64836 0.4 -0.8 -0.9
H 2.50295 1.48927 0.08479 0.7 0.2 -0.1
```
Forces are in eV/Å.



Number 1: electronic energy -968.78765 a.u.. Number 2: electronic energy -721.18365 a.u.. Number 3: electronic energy -818.32823 a.u.. Number 4: electronic energy -458.52986 a.u.. Number 5: electronic energy -474.75095 a.u..